One molecule with the formula C11H12N2O2 in a non-equilibrium geometry. Source: the Open Molecules 2025 dataset; level of theory: ωB97M-V/def2-TZVPD.

XYZ file:
```
27
Properties=species:S:1:pos:R:3:forces:R:3:nbo_charge:R:1
C -2.01960 -0.98233 -0.75084 3.30 -0.26 1.91 -0.159
C -2.45163 -0.50638 0.65006 -0.62 -1.58 -1.46 0.772
C -1.17189 0.18946 -1.28049 -0.92 1.14 -3.74 -0.417
C -0.03909 0.65573 -0.45990 -2.41 2.90 1.17 -0.128
C -0.11077 1.81922 0.36294 -2.62 -1.55 -2.74 0.018
C 1.24682 0.15976 -0.34860 1.76 -1.53 -0.38 -0.094
C 1.95880 1.00362 0.52666 -0.54 0.30 0.52 0.133
C 1.92484 -0.95649 -0.92294 0.45 -0.95 0.26 -0.201
C 3.26875 0.77784 0.90222 -0.51 -0.63 -0.80 -0.224
C 3.25099 -1.21740 -0.50646 -2.24 0.88 -0.49 -0.217
C 3.86090 -0.37613 0.39093 0.00 1.96 0.68 -0.228
H -3.69865 -0.86839 -1.93198 0.95 -0.95 0.42 0.368
H -3.43058 -2.33990 -1.19842 -0.14 0.01 -0.14 0.369
H -1.12873 -1.66570 -0.45472 -1.79 0.17 -0.71 0.218
H -1.82311 1.09582 -1.61234 0.74 -1.36 0.91 0.207
H -0.76504 -0.11946 -2.30684 -0.49 0.04 1.28 0.230
H -0.96824 2.56789 0.47011 1.44 -1.38 -0.02 0.215
H 1.09595 2.64257 1.69397 0.93 -0.10 0.01 0.412
H 1.42585 -1.70256 -1.60101 0.40 1.12 0.64 0.217
H 3.75934 1.55144 1.44599 0.65 0.03 0.61 0.213
H 3.86732 -1.98232 -0.89504 0.08 -0.98 -0.53 0.211
H 4.88007 -0.50835 0.60462 1.24 -0.39 0.36 0.205
H -3.90085 0.26048 1.44014 -0.65 0.72 1.81 0.488
N -2.96545 -1.57110 -1.66541 -0.53 1.22 0.05 -0.809
N 1.07137 2.00661 0.91450 1.50 0.73 1.20 -0.520
O -1.81217 -0.50970 1.65237 0.82 0.25 0.70 -0.590
O -3.73327 -0.16298 0.62517 -0.79 0.18 -1.51 -0.689
```
Forces are in eV/Å.

Computed properties:
- structure (SMILES) = N[C@@H](Cc1c[nH]c2ccccc12)C(=O)O
- total energy (Eh) = -686.34946
- molar mass (g/mol) = 204.23
- HOMO-LUMO gap (eV) = 8.10
- E_LUMO (Ha) = 0.0239
- spin multiplicity = 1
- net charge = 0
- E_HOMO (eV) = -7.448

---

One molecule with the formula C6H9BrS in a non-equilibrium geometry. Source: the Open Molecules 2025 dataset; level of theory: ωB97M-V/def2-TZVPD.

XYZ file:
```
17
Properties=species:S:1:pos:R:3:forces:R:3:nbo_charge:R:1
C -0.57373 0.23492 0.75695 -0.15 0.41 0.04 -0.232
C -0.45031 0.38205 -0.58153 0.10 -2.24 0.95 0.013
C -0.17891 -0.94494 -1.31371 2.30 0.30 1.26 -0.554
C -0.24590 -1.22759 1.29018 0.29 1.68 0.60 -0.215
C -0.70493 1.48665 -1.49951 -1.80 1.96 0.59 -0.642
C 0.55707 -1.36781 2.61077 0.56 1.99 1.08 -0.658
S 0.65030 -1.98210 -0.04183 -0.16 -0.18 -0.24 0.268
Br -2.06671 -1.97842 1.76951 0.21 -0.13 -0.36 -0.062
H -1.03101 1.07815 1.40143 1.06 -1.70 -0.80 0.238
H -1.07072 -1.51133 -1.44672 -0.89 0.03 -1.08 0.240
H 0.55644 -0.86642 -2.16442 -1.25 -0.13 0.60 0.238
H 0.06437 1.59056 -2.23955 0.41 -0.05 -0.43 0.224
H -0.82049 2.48269 -0.98578 0.11 -0.97 -0.41 0.224
H -1.67783 1.28026 -2.01091 0.72 0.23 0.10 0.230
H 0.04350 -0.76383 3.39271 0.11 -0.42 -0.49 0.224
H 1.61037 -0.95751 2.63840 -1.09 -0.16 -0.89 0.229
H 0.68649 -2.34427 3.05509 -0.53 -0.62 -0.52 0.236
```
Forces are in eV/Å.

Computed properties:
- structure (SMILES) = CC1=C[C@@](C)(Br)SC1
- total energy (Eh) = -3206.18709
- molar mass (g/mol) = 193.11
- HOMO-LUMO gap (eV) = 9.55
- E_LUMO (Ha) = 0.0245
- spin multiplicity = 1
- net charge = 0
- E_HOMO (eV) = -8.878

---

C25H23Cl5GeIN6O4PS2V as an isolated structure in a non-equilibrium geometry. Source: the Open Molecules 2025 dataset; level of theory: ωB97M-V/def2-TZVPD.

XYZ file:
```
69
Properties=species:S:1:pos:R:3:forces:R:3:mulliken_spin:R:1
V -0.76239 -0.84505 0.46733 3.11 2.01 0.15 2.650
Cl 0.90581 -7.21700 -1.03416 0.29 -0.26 0.01 0.000
C 0.01011 -5.75468 -0.78319 -0.25 0.13 -0.11 0.002
C 0.58228 -4.73014 -0.05267 -0.11 0.17 -0.05 -0.016
C -0.11662 -3.54208 0.15798 -0.43 -1.19 -0.41 0.019
N 0.37614 -2.46245 0.84942 1.18 -0.44 0.66 -0.049
C 1.24568 -2.67809 1.85023 -0.53 -0.85 -0.43 -0.031
O 1.53565 -3.77015 2.36138 0.21 0.36 0.08 0.034
C 1.95196 -1.46090 2.32862 0.76 0.54 0.36 0.023
C 2.72093 -1.56284 3.49500 -0.22 -0.02 -0.23 0.007
C 3.53875 -0.51685 3.85513 0.05 0.22 -0.22 -0.003
C 3.59968 0.59055 3.01410 -0.05 -0.12 0.01 0.007
C 2.77831 0.61055 1.89713 0.34 0.36 -0.02 0.015
N 1.95020 -0.36467 1.56128 -0.15 -0.70 0.16 0.034
C -1.40717 -3.39279 -0.41170 0.37 -1.02 -0.12 0.063
C -1.97360 -4.44287 -1.13206 -0.05 0.03 -0.04 -0.019
C -1.26412 -5.61722 -1.31040 0.23 0.13 0.14 -0.001
Cl -1.98185 -6.90708 -2.21814 -0.24 -0.21 -0.19 0.000
N -1.96597 -2.16291 -0.21131 -1.85 -0.62 -0.60 -0.062
C -3.17900 -1.80229 -0.65978 0.29 -0.96 0.00 0.030
O -4.03902 -2.50748 -1.19993 -0.16 0.32 -0.06 0.048
C -3.39367 -0.36432 -0.38723 -0.56 0.59 0.02 0.118
C -4.63367 0.22469 -0.59797 0.14 -0.20 -0.08 -0.024
C -4.81124 1.56259 -0.30303 0.52 0.12 0.20 0.047
C -3.71987 2.25559 0.21102 -0.40 -0.12 -0.15 -0.019
C -2.52747 1.59236 0.41323 0.11 0.30 0.03 0.122
N -2.33502 0.30417 0.11980 -2.01 1.21 -0.41 -0.110
H 1.57564 -4.84600 0.34637 -0.01 -0.06 0.07 -0.002
H 2.64655 -2.46833 4.07508 -0.03 -0.08 0.00 0.001
H 4.13735 -0.56225 4.75531 0.03 -0.01 0.05 0.000
H 4.25633 1.42476 3.22331 -0.01 0.04 -0.03 0.001
H 2.78773 1.46164 1.22613 0.01 0.10 0.07 -0.006
H -2.96173 -4.32462 -1.55035 0.08 -0.03 0.04 0.003
H -5.42688 -0.39786 -0.98530 0.02 -0.07 -0.03 0.000
H -5.76525 2.04899 -0.45208 -0.04 0.03 -0.02 0.006
H -3.78724 3.30246 0.46231 0.01 0.09 0.05 -0.002
H -1.68514 2.10512 0.84993 -0.19 -0.07 -0.08 -0.073
C -1.23926 2.34488 -5.66442 0.28 -0.05 0.22 0.000
C 0.09997 1.85644 -5.12722 0.01 0.35 -0.27 0.001
O -0.08794 0.87142 -4.12999 -0.10 -0.19 0.32 0.002
P 0.19937 1.19022 -2.57309 0.41 -0.01 -0.44 0.051
S 0.18266 -0.63421 -1.75417 0.18 0.58 -0.66 -0.006
S -0.78487 2.80059 -1.97407 0.18 -0.43 -0.06 0.000
O 1.78130 1.61880 -2.72880 -0.45 -0.14 -0.23 -0.001
C 2.49974 1.75190 -1.52038 0.31 -0.03 0.31 -0.001
C 3.92745 2.16003 -1.83869 -0.39 -0.05 -0.02 0.000
H -1.08887 2.86480 -6.61033 -0.06 0.07 -0.08 0.000
H -1.69938 3.01781 -4.94454 -0.07 0.02 0.03 0.000
H -1.90234 1.49716 -5.81276 -0.07 -0.09 -0.12 0.000
H 0.67586 2.69573 -4.72161 -0.01 -0.08 -0.14 0.000
H 0.68474 1.37566 -5.92195 -0.05 0.11 0.11 0.000
H 2.47618 0.78855 -0.99443 0.01 0.14 0.03 -0.002
H 2.00627 2.50926 -0.89799 0.10 -0.05 0.06 -0.001
H 4.33563 1.48365 -2.58607 0.11 -0.07 -0.03 0.000
H 4.53400 2.11128 -0.93794 0.11 0.01 0.11 0.000
H 3.95620 3.17400 -2.23035 0.04 0.11 -0.07 0.000
I 2.46115 5.30096 2.10507 -0.23 -0.33 0.09 0.000
C 1.33683 3.58479 2.48470 0.41 0.55 0.21 0.001
C 1.28820 2.87981 3.66783 0.09 0.19 -0.08 0.002
N 0.49467 1.82716 3.43601 0.09 0.25 0.03 0.012
N 0.04452 1.80995 2.18719 -0.43 -0.26 -0.27 0.013
C 0.53463 2.87862 1.58565 0.10 0.15 0.25 0.024
H 1.76293 3.06327 4.61077 0.05 -0.04 0.18 0.001
H 0.24254 1.05049 4.06130 0.05 0.13 -0.10 -0.001
H 0.29645 3.12062 0.56631 -0.07 -0.11 -0.27 -0.005
Cl -2.85825 -2.67879 3.17199 -0.09 -0.29 0.22 0.005
Ge -1.59457 -0.93153 2.71579 -0.71 0.07 1.70 0.099
Cl -3.06710 0.63671 3.40686 -0.10 0.10 0.14 -0.004
Cl -0.36091 -0.80257 4.73856 -0.19 -0.32 0.01 -0.002
```
Forces are in eV/Å.

Computed properties:
- total energy (Eh) = -8353.72817
- molar mass (g/mol) = 994.33
- HOMO-LUMO gap (alpha / beta) (eV) = 4.54 / 5.48
- E_LUMO (alpha / beta) (Ha) = 0.1184 / 0.1184
- spin multiplicity = 4
- expectation value of S² = 3.772
- net charge = -2
- E_HOMO (alpha / beta) (eV) = -1.318 / -2.262

---

The evaluated energy relative to the best compared isomer or geometry (same formula, charge and spin) for the records listed, in turn: 1.4809, 0.9017, 1.2220 eV.